A:
Here is an isolated molecule of CH4INS from the Open Molecules 2025 dataset. Energies are from ωB97M-V/def2-TZVPD.

Last column: natural (NBO) charge in e.
CARTESIAN COORDINATES (ANGSTROEM)
C (0.731, 0.063, -0.100)  -0.161
N (-0.715, 0.115, -0.072)  -0.828
S (2.092, 0.048, -1.837)  -0.247
I (0.584, -0.219, -3.700)  0.032
H (1.051, -0.943, 0.094)  0.195
H (-1.043, 0.994, -0.243)  0.393
H (1.234, 0.758, 0.589)  0.201
H (-1.129, -0.862, -0.181)  0.416

structure (SMILES)	NCSI

B:
Here is an isolated molecule of CH4INS from the Open Molecules 2025 dataset. Energies are from ωB97M-V/def2-TZVPD.

Last column: natural (NBO) charge in e.
CARTESIAN COORDINATES (ANGSTROEM)
C (0.697, -0.782, -0.231)  -0.744
N (-1.865, 0.062, 0.329)  -0.912
S (-0.209, 0.522, 0.726)  0.724
I (1.091, 2.247, -0.515)  -0.149
H (1.591, -0.853, 0.440)  0.235
H (1.114, -0.332, -1.238)  0.257
H (0.058, -1.611, -0.340)  0.248
H (-2.476, 0.746, 0.829)  0.341

Of them, the most stable is A and the least stable is B.